(1)
{
  "formula": "C34H27Cl2IrN5O3SSi",
  "method": "ωB97M-V/def2-TZVPD",
  "homo_ev": [-6.653, -6.612],
  "spin_multiplicity": 2,
  "orbital_gap_ev": [5.2, 4.7],
  "charge": 0,
  "energy_ha": -3523.81592,
  "de_lowest_ev": 3.420,
  "species": ["Ir", "Cl", "C", "C", "C", "N", "C", "O", "C", "C", "C", "C", "C", "N", "C", "C", "C", "Cl", "N", "C", "O", "C", "C", "C", "C", "C", "N", "H", "H", "H", "H", "H", "H", "H", "H", "H", "H", "S", "C", "C", "C", "C", "C", "C", "N", "C", "C", "C", "C", "C", "C", "C", "H", "H", "H", "H", "H", "H", "H", "H", "C", "Si", "C", "C", "O", "H", "H", "H", "H", "H", "H", "H", "H", "H"],
  "xyz": [[-0.16882, 0.61899, -0.09801], [1.08371, 3.17756, 6.24379], [1.28726, 2.71436, 4.60166], [0.19580, 2.34334, 3.85718], [0.32862, 1.95789, 2.50973], [-0.68106, 1.57017, 1.71207], [-1.98929, 1.56523, 2.17970], [-2.44879, 2.40075, 2.94939], [-2.79032, 0.42538, 1.70524], [-3.98024, 0.10167, 2.36950], [-4.69417, -1.00168, 1.95901], [-4.22530, -1.74060, 0.86870], [-3.04905, -1.34105, 0.25908], [-2.34049, -0.30926, 0.67647], [1.65993, 1.93266, 1.93990], [2.76050, 2.30037, 2.73360], [2.58131, 2.70269, 4.03345], [3.93719, 3.18522, 4.97373], [1.71794, 1.64359, 0.64381], [2.83814, 1.61062, -0.14026], [3.98379, 1.40768, 0.23754], [2.47829, 1.93554, -1.54054], [3.46118, 2.27936, -2.46854], [3.07753, 2.76126, -3.70204], [1.71730, 2.87256, -3.98191], [0.80632, 2.45716, -3.02418], [1.17261, 2.00661, -1.83649], [-0.78440, 2.36286, 4.30261], [-4.29061, 0.71802, 3.20067], [-5.60902, -1.28291, 2.45956], [-4.77121, -2.59703, 0.50925], [-2.66144, -1.86675, -0.60232], [3.74794, 2.25670, 2.30273], [4.49718, 2.17825, -2.19278], [3.81134, 3.06257, -4.43204], [1.37070, 3.27420, -4.92122], [-0.25797, 2.50460, -3.21443], [-0.82567, -1.66869, -3.94164], [0.66384, -2.27806, -3.24319], [1.49333, -3.28415, -3.70114], [2.65491, -3.55152, -2.99266], [2.98792, -2.81653, -1.85807], [2.16236, -1.81719, -1.39018], [0.97481, -1.55025, -2.07614], [0.06216, -0.59670, -1.76557], [-0.93411, -0.49408, -2.65030], [-1.87785, 0.55785, -2.46731], [-2.92046, 0.88027, -3.34805], [-3.74731, 1.94784, -3.06631], [-3.54688, 2.71538, -1.92922], [-2.50464, 2.41365, -1.05384], [-1.66825, 1.34627, -1.30215], [1.25232, -3.83906, -4.59383], [3.31389, -4.33623, -3.33396], [3.91279, -3.02812, -1.34124], [2.40608, -1.24033, -0.51296], [-3.06190, 0.29018, -4.24089], [-4.55572, 2.19303, -3.74024], [-4.20241, 3.54481, -1.71178], [-2.36404, 3.02734, -0.17663], [-0.28956, -3.72213, 0.71698], [0.49188, -2.36000, 1.82819], [2.24996, -2.97351, 2.31433], [-0.58503, -2.34501, 3.42922], [0.62763, -0.95091, 1.17008], [-0.22816, -4.70256, 1.17804], [0.22056, -3.76913, -0.24055], [-1.33680, -3.50623, 0.53027], [2.19452, -3.84810, 2.95114], [2.78660, -2.19001, 2.83489], [2.81026, -3.22643, 1.42202], [-0.57053, -3.31304, 3.91584], [-1.61312, -2.09373, 3.19027], [-0.20581, -1.60352, 4.12299]],
  "forces_ev_per_a": [[-1.4, -1.1, 4.2], [-0.2, 0.1, 0.3], [1.2, -0.1, -0.5], [-0.3, -0.2, -0.7], [3.0, 1.1, 1.3], [-2.0, -1.0, -1.8], [1.6, 1.3, -0.2], [-0.2, -0.8, -0.2], [-0.8, -0.7, -0.3], [0.6, 0.2, -0.2], [0.2, -0.3, -0.5], [-0.1, 0.4, 0.5], [-0.1, -0.5, -0.4], [1.4, 0.9, 0.1], [-1.3, 0.5, 3.1], [-0.3, -0.3, -0.6], [-1.1, 0.0, 0.5], [0.3, 0.1, 0.1], [-0.8, -1.4, -3.7], [-0.5, -0.6, 1.3], [-0.2, 0.4, -0.4], [-0.2, 0.3, -1.1], [-0.1, -0.2, 0.4], [-0.6, 0.1, -0.1], [0.4, -0.1, 0.0], [0.0, 0.0, -0.2], [0.5, 0.2, 0.0], [0.1, 0.1, 0.1], [0.0, 0.1, 0.0], [0.0, 0.0, 0.0], [0.0, -0.1, -0.1], [0.1, -0.1, 0.0], [0.0, 0.0, 0.1], [0.1, 0.0, 0.1], [0.1, 0.0, -0.1], [0.0, 0.0, -0.1], [-0.1, 0.0, 0.0], [0.2, 0.4, 0.6], [-0.3, 0.6, 0.4], [0.3, -0.2, 0.0], [-0.3, -0.1, -0.3], [0.0, 0.1, 0.1], [-0.1, 0.1, 0.0], [0.8, -1.1, -0.6], [-1.5, 1.1, -0.6], [1.7, -1.1, 0.2], [-0.9, 1.1, 0.4], [0.5, -0.4, 0.3], [-0.2, 0.1, -0.2], [0.3, -0.2, 0.2], [-0.3, 0.3, 0.0], [1.0, -0.2, -0.2], [0.0, -0.1, -0.1], [0.0, 0.0, 0.0], [0.0, 0.0, 0.1], [0.0, 0.0, 0.2], [-0.1, -0.1, -0.1], [0.0, 0.0, -0.1], [0.0, 0.1, 0.0], [0.1, 0.0, 0.1], [0.3, 0.8, 0.3], [-0.1, -2.5, 1.6], [-1.0, 0.4, -0.3], [0.6, 0.1, -1.0], [-0.3, 2.9, -1.8], [0.0, -0.2, 0.2], [0.1, -0.1, -0.3], [-0.3, 0.0, 0.0], [0.0, -0.3, 0.2], [0.1, 0.2, 0.2], [0.2, -0.1, -0.2], [0.0, -0.3, 0.1], [-0.3, 0.1, 0.0], [0.1, 0.2, 0.2]],
  "mulliken_spin": [0.560, 0.001, 0.011, -0.010, 0.014, 0.044, 0.018, 0.008, -0.012, -0.004, 0.000, 0.000, -0.006, 0.061, 0.004, 0.007, -0.006, 0.000, 0.065, -0.003, 0.045, 0.008, 0.006, -0.004, 0.010, 0.000, 0.076, -0.002, 0.000, 0.000, 0.000, -0.001, 0.000, 0.001, 0.000, 0.001, 0.003, 0.001, -0.001, -0.001, 0.002, -0.002, 0.004, -0.007, 0.024, -0.025, -0.002, -0.011, 0.020, -0.014, 0.024, -0.069, 0.000, 0.000, 0.000, 0.009, 0.000, 0.001, 0.000, 0.004, -0.003, 0.003, 0.012, -0.002, 0.133, 0.000, 0.001, 0.001, 0.000, 0.001, -0.001, 0.000, 0.000, 0.000]
}


(2)
{
  "formula": "C10H34N2O7",
  "method": "ωB97M-V/def2-TZVPD",
  "homo_ev": -9.754,
  "orbital_gap_ev": 10.1,
  "charge": 0,
  "smiles": "NC(N)=O.CCO.CCO.CCO.CO.CO.CO",
  "energy_ha": -1037.53398,
  "de_lowest_ev": 2.228,
  "species": ["C", "O", "H", "H", "H", "H", "C", "O", "H", "H", "H", "H", "C", "O", "H", "H", "H", "H", "C", "O", "N", "N", "H", "H", "H", "H", "C", "C", "O", "H", "H", "H", "H", "H", "H", "C", "C", "O", "H", "H", "H", "H", "H", "H", "C", "C", "O", "H", "H", "H", "H", "H", "H"],
  "xyz": [[-19.83384, 2.29166, -9.07456], [-18.89807, 1.64290, -8.24422], [-19.40620, 2.47457, -10.06683], [-20.74441, 1.69589, -9.24429], [-20.13808, 3.19895, -8.56004], [-18.54244, 0.88207, -8.72602], [-18.81749, -2.61004, -7.16898], [-18.16260, -3.85619, -7.37658], [-18.92435, -2.38305, -6.10335], [-18.37141, -1.82531, -7.77696], [-19.85827, -2.73561, -7.48267], [-17.24314, -3.77658, -7.11156], [-22.46148, -1.87188, -14.64073], [-22.40578, -3.28055, -14.87443], [-21.56939, -1.52091, -14.12612], [-22.55465, -1.33300, -15.58700], [-23.35633, -1.73919, -14.03674], [-21.48803, -3.54619, -14.96524], [-14.87299, -1.41924, -11.25523], [-15.45763, -2.04578, -10.37581], [-14.34471, -2.04131, -12.35487], [-14.70747, -0.05508, -11.21396], [-14.38229, -3.04154, -12.39589], [-13.86972, -1.51238, -13.06075], [-15.00680, 0.42774, -10.38863], [-14.51235, 0.42380, -12.07256], [-17.41025, -0.30903, -14.88904], [-17.52116, -1.48239, -15.84007], [-17.28428, -2.67932, -15.11396], [-16.64359, -0.42634, -14.12272], [-18.34174, -0.12570, -14.35233], [-17.23046, 0.62147, -15.43400], [-16.84005, -1.34420, -16.68804], [-18.52990, -1.46829, -16.27341], [-17.57828, -3.43070, -15.63394], [-21.05511, 2.28216, -13.70064], [-21.59436, 3.17606, -14.81778], [-22.33279, 2.41259, -15.77029], [-20.55664, 2.84151, -12.91186], [-20.43364, 1.50222, -14.13816], [-21.91581, 1.76551, -13.25556], [-20.74754, 3.56620, -15.38309], [-22.19434, 3.99581, -14.41749], [-22.96721, 1.87073, -15.29032], [-19.75918, -0.71893, -12.00772], [-19.57252, -1.08629, -10.51478], [-18.37770, -0.49207, -10.01285], [-19.36146, 0.29143, -12.09615], [-20.82665, -0.74486, -12.21487], [-19.16292, -1.39116, -12.62276], [-19.64438, -2.16504, -10.38297], [-20.37881, -0.59037, -9.97259], [-17.65341, -1.12205, -10.12590]],
  "forces_ev_per_a": [[-0.1, -0.5, -0.1], [0.0, 0.0, 0.2], [-0.1, 0.4, 0.1], [0.1, 0.0, 0.2], [0.1, 0.2, -0.2], [-0.1, 0.0, 0.0], [-0.6, -0.5, 0.1], [-0.1, 0.0, 0.0], [0.5, 0.3, -0.1], [0.0, 0.3, 0.3], [0.2, -0.1, -0.3], [0.0, 0.1, 0.0], [-0.1, -0.6, -0.3], [0.2, 0.0, 0.0], [-0.1, 0.1, 0.2], [-0.1, 0.1, 0.0], [0.1, 0.4, 0.1], [0.0, 0.0, -0.1], [-0.4, -0.3, 0.2], [0.2, 0.3, -0.2], [-0.1, 0.6, 0.3], [0.2, -0.7, -0.3], [-0.1, 0.0, -0.1], [0.1, -0.2, -0.1], [-0.2, 0.1, -0.1], [0.0, 0.4, 0.2], [-0.3, 0.6, 0.2], [-0.3, 0.4, -0.1], [0.0, 0.0, 0.0], [0.2, -0.2, -0.2], [0.0, -0.3, 0.0], [0.2, -0.1, -0.1], [0.2, -0.3, 0.2], [0.0, -0.2, 0.0], [0.0, 0.0, -0.1], [-0.9, -0.1, -0.3], [0.5, -0.5, 0.0], [0.0, 0.1, 0.1], [0.2, 0.0, -0.1], [0.3, 0.1, 0.1], [0.1, 0.1, 0.2], [-0.1, 0.3, 0.0], [0.0, 0.1, 0.0], [-0.1, 0.0, 0.0], [0.5, -0.2, 1.3], [-0.5, 1.0, -0.9], [0.2, -0.7, 0.0], [-0.2, 0.1, -0.3], [0.1, -0.1, -0.4], [-0.2, 0.0, -0.3], [0.3, 0.0, 0.3], [0.0, -0.3, 0.2], [0.3, 0.1, 0.0]],
  "nbo_charge": [-0.242, -0.747, 0.155, 0.146, 0.181, 0.494, -0.255, -0.728, 0.165, 0.177, 0.174, 0.466, -0.252, -0.725, 0.168, 0.165, 0.181, 0.463, 0.777, -0.686, -0.840, -0.851, 0.415, 0.387, 0.416, 0.387, -0.630, -0.064, -0.724, 0.213, 0.210, 0.211, 0.156, 0.158, 0.470, -0.635, -0.060, -0.718, 0.218, 0.210, 0.193, 0.175, 0.159, 0.458, -0.644, -0.064, -0.766, 0.214, 0.206, 0.211, 0.180, 0.169, 0.504]
}


(3)
{
  "formula": "C28H22AsF5N6O4PS4TeW",
  "method": "ωB97M-V/def2-TZVPD",
  "homo_ev": [-3.913, -3.913],
  "orbital_gap_ev": [4.9, 4.9],
  "charge": -1,
  "energy_ha": -6714.27300,
  "de_lowest_ev": 1.031,
  "species": ["W", "C", "C", "N", "C", "C", "N", "C", "C", "C", "C", "C", "N", "C", "C", "N", "C", "C", "N", "C", "C", "C", "N", "C", "C", "H", "H", "H", "H", "H", "H", "H", "H", "H", "H", "H", "H", "S", "As", "S", "S", "S", "C", "C", "O", "P", "O", "Te", "O", "C", "C", "H", "H", "H", "H", "H", "H", "H", "H", "H", "H", "F", "C", "C", "F", "C", "F", "C", "O", "C", "F", "C", "F"],
  "xyz": [[1.00982, 0.26031, -0.37476], [-1.79330, -2.81971, -2.13165], [-0.71956, -2.27691, -1.46983], [-0.71949, -0.97712, -1.09770], [-1.83563, -0.26220, -1.40376], [-2.87938, -0.84433, -2.13491], [-2.86758, -2.10293, -2.49627], [-1.88207, 1.02843, -0.78320], [-2.91972, 1.94926, -0.83010], [-2.92669, 3.00880, 0.06374], [-1.95570, 3.03632, 1.07900], [-0.94754, 2.10242, 1.06610], [-0.83158, 1.21415, 0.05036], [0.01451, 1.78637, 2.10285], [0.02271, 2.30094, 3.39747], [0.80704, 1.82041, 4.33917], [1.60840, 0.81426, 3.98335], [1.66457, 0.29967, 2.70775], [0.84870, 0.77760, 1.74625], [-3.93047, 4.07980, -0.01062], [-3.53510, 5.41062, 0.11042], [-4.50432, 6.39953, 0.04357], [-5.80203, 6.16026, -0.13113], [-6.16791, 4.88872, -0.25634], [-5.28477, 3.82217, -0.20797], [-1.77345, -3.86594, -2.41272], [0.15742, -2.86223, -1.24875], [-3.74260, -0.24799, -2.40750], [-3.70738, 1.84591, -1.56402], [-2.00351, 3.78073, 1.86124], [-0.64241, 3.11507, 3.65826], [2.26156, 0.40574, 4.74484], [2.35770, -0.48029, 2.43462], [-2.48786, 5.66645, 0.21137], [-4.21889, 7.44210, 0.12981], [-7.22869, 4.70685, -0.39567], [-5.65397, 2.80800, -0.29179], [5.02331, 3.24156, -1.42408], [3.38975, 2.02504, -1.70294], [3.31869, 0.48911, 0.09321], [1.63056, 2.78400, -0.34701], [0.33654, 3.98411, -1.37453], [-0.20189, 2.84069, -4.84763], [1.02581, 2.20156, -5.45234], [1.62078, 1.14045, -4.65604], [0.89428, 0.25107, -3.57492], [0.36125, 1.00036, -2.37250], [2.29888, -1.37001, -2.65414], [-0.43064, -0.29234, -4.30946], [-0.29764, -1.20210, -5.41203], [-1.68418, -1.51188, -5.92590], [-0.49926, 3.66905, -5.49484], [0.00125, 3.22373, -3.84631], [-1.03711, 2.14077, -4.78758], [1.82982, 2.92916, -5.55910], [0.81961, 1.76885, -6.43524], [0.21470, -2.10284, -5.05638], [0.32341, -0.74151, -6.18635], [-2.29413, -1.95165, -5.13744], [-1.63209, -2.21280, -6.75947], [-2.17367, -0.60186, -6.27389], [-1.30574, -5.61149, 3.25024], [-0.68359, -4.61619, 2.60405], [0.49626, -4.84506, 1.91065], [1.01995, -6.07676, 1.87692], [1.12504, -3.81052, 1.25498], [2.24909, -4.08120, 0.57781], [0.64480, -2.48320, 1.23662], [1.34320, -1.60584, 0.56593], [-0.55268, -2.29755, 1.94517], [-1.15418, -1.09407, 1.99905], [-1.19515, -3.33524, 2.60620], [-2.33685, -3.08023, 3.25903]],
  "forces_ev_per_a": [[-1.8, -0.6, -0.1], [0.0, -0.1, -0.1], [-0.2, 0.4, 0.1], [-0.3, -0.2, -0.3], [0.4, -0.6, -0.1], [0.2, 0.3, 0.2], [0.0, -0.3, -0.1], [0.1, 0.5, 0.3], [0.1, -0.1, 0.1], [0.5, 0.0, 0.3], [-0.3, -0.1, -0.3], [0.1, -0.2, 0.0], [0.2, -0.1, -0.3], [0.2, -0.3, -0.3], [0.0, 0.0, -0.1], [-0.1, 0.1, 0.1], [0.3, -0.2, 0.1], [-0.3, 0.3, -0.2], [0.3, 0.4, 0.4], [-0.2, 0.2, 0.0], [-0.1, -0.1, 0.0], [0.1, 0.0, 0.0], [0.0, 0.1, 0.0], [0.0, -0.1, 0.0], [0.1, 0.1, 0.0], [0.0, 0.0, 0.0], [0.0, 0.1, 0.0], [0.0, 0.0, 0.0], [0.0, 0.0, 0.0], [0.0, 0.0, 0.0], [0.0, 0.0, 0.0], [0.0, 0.0, 0.0], [0.0, 0.0, -0.1], [0.0, 0.0, 0.0], [0.0, 0.0, 0.0], [0.0, 0.0, 0.0], [0.0, 0.0, 0.0], [0.5, 0.4, 0.1], [0.2, -0.1, -0.1], [0.2, 0.1, -0.2], [-0.4, 0.0, -0.1], [0.2, -0.1, 0.2], [-0.1, 0.0, -0.1], [0.1, -0.1, 0.0], [-0.1, -0.1, 0.1], [0.1, 0.0, -0.2], [0.1, 0.3, 0.6], [0.1, -0.1, 0.1], [0.0, -0.1, 0.0], [0.0, 0.0, 0.0], [0.0, 0.0, 0.0], [0.0, 0.0, 0.0], [0.0, 0.0, 0.0], [0.0, 0.0, 0.0], [0.0, 0.0, 0.0], [0.0, 0.0, 0.0], [0.0, 0.0, 0.0], [0.0, 0.0, 0.0], [0.0, 0.0, 0.0], [0.0, 0.0, 0.0], [0.0, 0.0, 0.0], [0.0, 0.0, 0.0], [0.1, 0.1, -0.1], [-0.1, 0.0, 0.1], [0.0, 0.0, 0.0], [0.1, 0.0, 0.0], [0.0, 0.0, 0.0], [-0.1, -0.2, 0.0], [0.1, 0.3, 0.0], [0.0, 0.1, -0.1], [0.0, 0.0, 0.0], [0.0, 0.0, 0.0], [0.0, 0.0, 0.0]],
  "lowdin_charge": [1.126, -0.107, -0.151, -0.024, -0.185, -0.067, 0.085, -0.199, 0.070, -0.162, 0.043, -0.273, -0.057, -0.219, -0.059, 0.088, -0.103, -0.130, -0.096, -0.175, -0.001, -0.140, 0.049, -0.155, -0.017, 0.111, 0.059, 0.118, 0.124, 0.129, 0.118, 0.109, 0.082, 0.115, 0.104, 0.101, 0.111, -0.220, 0.050, -0.019, -0.100, -0.039, -0.099, -0.229, -0.294, 0.103, -0.577, 0.713, -0.282, -0.292, -0.068, 0.082, -0.016, 0.068, 0.122, 0.109, 0.091, 0.112, 0.059, 0.077, 0.078, 0.104, -0.154, -0.147, 0.112, -0.145, 0.108, -0.298, -0.347, -0.137, 0.093, -0.148, 0.110]
}